No. 1
{
  "formula": "C6H7HgLiO6",
  "method": "the ωB97M-V functional and the def2-TZVPD basis",
  "symbols": ["Hg", "H", "H", "C", "C", "H", "C", "C", "C", "Li", "H", "C", "H", "O", "O", "O", "O", "O", "O", "H", "H"],
  "positions_angstrom": [[-3.458, 0.060, -1.305], [-1.920, -2.061, 1.661], [-1.420, -2.740, -0.620], [-0.739, -2.004, -0.179], [-0.891, -1.860, 1.329], [0.298, -2.224, -0.471], [2.554, 1.095, 2.186], [0.530, 1.907, 1.269], [-1.035, 0.207, 0.437], [3.780, 0.392, 3.925], [-0.187, -2.472, 1.900], [-0.407, 1.547, 0.193], [-0.082, 1.691, -0.840], [-0.566, -0.486, 1.536], [1.772, 1.461, 1.064], [2.373, 1.695, 3.254], [3.335, 0.161, 1.970], [-2.110, 1.018, 0.473], [-1.093, -0.699, -0.657], [-0.347, 2.869, 0.758], [0.184, 1.857, 2.308]],
  "lowdin_charge": [0.96, 0.14, 0.14, -0.11, -0.10, 0.14, -0.74, -0.12, -0.73, 0.87, 0.14, 0.01, 0.17, 0.02, 0.10, -0.02, -0.01, -0.10, -0.16, 0.25, 0.16],
  "homo_ev": [-12.099, -11.916],
  "orbital_gap_ha": [0.271, 0.197],
  "total_energy_ha": -844.80694,
  "s2": 0.883,
  "e_above_lowest_kcal_mol": 89.7,
  "molar_mass_da": 382.647,
  "multiplicity": 2,
  "total_charge": 1
}

No. 2
{
  "formula": "C6H7INO2",
  "method": "the ωB97M-V functional and the def2-TZVPD basis",
  "symbols": ["H", "C", "C", "C", "H", "H", "H", "I", "O", "C", "H", "C", "C", "N", "H", "O", "H"],
  "positions_angstrom": [[-2.434, 0.934, 1.654], [-0.394, 0.835, 0.705], [0.434, -0.373, 0.615], [1.432, -1.933, -0.947], [-1.077, 1.490, 2.707], [-0.316, -0.894, -2.511], [2.014, -2.370, 0.058], [-1.186, 3.678, 0.660], [0.974, -0.941, 1.531], [-1.287, 0.686, 1.924], [-0.402, 0.626, -1.477], [-0.109, 1.912, 0.007], [0.256, -0.145, -1.931], [0.718, -0.857, -0.705], [-1.226, -0.261, 2.278], [1.558, -2.539, -2.023], [1.046, 0.152, -2.545]],
  "lowdin_charge": [0.10, -0.52, -0.41, -0.35, 0.06, 0.09, 0.18, 0.50, 0.06, -0.15, 0.04, -0.56, -0.03, -0.04, 0.01, -0.03, 0.07],
  "homo_ev": -3.664,
  "orbital_gap_ha": 0.247,
  "total_energy_ha": -735.72980,
  "molar_mass_da": 252.031,
  "total_charge": -1
}

No. 3
{
  "formula": "C6H7IO2S",
  "method": "the ωB97M-V functional and the def2-TZVPD basis",
  "symbols": ["C", "H", "C", "C", "O", "H", "H", "H", "C", "H", "O", "S", "C", "C", "H", "I", "H"],
  "positions_angstrom": [[0.124, -2.711, 0.361], [-0.772, 2.988, -2.189], [0.704, -0.249, -0.060], [0.898, -0.724, 1.353], [-0.456, 1.670, 0.717], [0.274, 0.021, 2.006], [0.500, -2.471, 2.456], [1.935, -0.774, 1.772], [-0.235, 0.956, -0.233], [0.078, -3.786, 0.175], [-0.641, 1.137, -1.407], [0.186, -1.651, -1.031], [0.493, -2.101, 1.454], [-1.538, 2.355, -1.710], [-2.459, 2.038, -2.266], [2.751, 0.747, -0.647], [-1.844, 2.556, -0.750]],
  "lowdin_charge": [-0.39, 0.12, -0.84, -0.30, 0.07, 0.16, 0.11, 0.11, -0.74, 0.08, -0.07, 0.94, -0.23, 0.10, 0.11, 0.71, 0.04],
  "homo_ev": -8.256,
  "orbital_gap_ha": 0.284,
  "smiles": "COC(=O)[C@@]1(I)CC=CS1",
  "total_energy_ha": -1079.12893,
  "e_above_lowest_kcal_mol": 15.1,
  "molar_mass_da": 270.091
}

No. 4
{
  "formula": "C6H7KNaO6",
  "method": "the ωB97M-V functional and the def2-TZVPD basis",
  "symbols": ["C", "H", "Na", "C", "C", "H", "H", "O", "O", "H", "O", "H", "K", "C", "C", "C", "O", "O", "H", "O", "H"],
  "positions_angstrom": [[0.764, -0.972, 2.671], [2.071, -2.143, 1.367], [3.024, 1.658, 1.953], [0.233, 1.421, 0.051], [0.858, 0.287, 0.755], [-0.278, -1.012, 3.015], [0.288, 1.229, -2.075], [1.784, 1.071, 0.092], [1.035, 0.335, 2.142], [0.380, -2.753, 1.436], [-1.292, 0.170, -1.286], [0.157, 2.398, 0.540], [-4.139, -0.576, -5.569], [-1.951, -0.104, -2.464], [1.012, -1.861, 1.464], [-0.443, 1.268, -1.256], [0.638, -1.006, 0.375], [-3.164, -0.372, -2.348], [1.446, -1.157, 3.506], [-1.319, -0.062, -3.540], [-1.106, 2.180, -0.828]],
  "lowdin_charge": [-0.10, 0.14, 0.84, -0.02, -0.60, 0.14, 0.16, 0.00, -0.05, 0.15, -0.02, 0.15, 0.94, -0.79, -0.09, -0.14, 0.06, -0.05, 0.13, -0.05, 0.18],
  "homo_ev": -10.021,
  "orbital_gap_ha": 0.230,
  "total_energy_ha": -1446.27162,
  "e_above_lowest_kcal_mol": 0.0,
  "molar_mass_da": 237.204,
  "total_charge": 1
}

No. 5
{
  "formula": "C6H7N",
  "method": "the ωB97M-V functional and the def2-TZVPD basis",
  "symbols": ["C", "H", "C", "H", "H", "C", "H", "H", "C", "H", "H", "C", "N", "C"],
  "positions_angstrom": [[0.538, 0.959, 0.894], [-1.585, -0.914, -0.761], [-1.034, -0.203, -0.166], [1.537, 0.517, -2.062], [1.658, -1.905, -2.658], [1.070, -0.253, -1.451], [1.468, 1.375, 1.168], [-0.688, 1.300, 2.699], [0.284, 0.175, -0.277], [-2.518, 0.338, 1.229], [1.454, -2.373, -0.878], [1.304, -1.635, -1.662], [-1.533, 0.194, 1.072], [-0.600, 1.009, 1.659]],
  "lowdin_charge": [-0.09, 0.09, -0.13, 0.02, -0.04, -0.31, 0.06, 0.08, -0.31, 0.11, -0.03, -0.21, -0.04, -0.20],
  "homo_ev": [1.002, -2.533],
  "orbital_gap_ha": [0.111, 0.237],
  "total_energy_ha": -287.47735,
  "s2": 0.755,
  "e_above_lowest_kcal_mol": 35.3,
  "molar_mass_da": 93.129,
  "multiplicity": 2,
  "total_charge": -1
}

No. 6
{
  "formula": "C6H7N",
  "method": "the ωB97M-V functional and the def2-TZVPD basis",
  "symbols": ["C", "C", "H", "C", "H", "H", "H", "C", "C", "H", "N", "C", "H", "H"],
  "positions_angstrom": [[-2.359, 1.261, 0.061], [-2.242, -0.128, 0.018], [0.274, 0.885, -1.673], [-1.227, -1.207, -0.071], [0.892, 1.794, 1.334], [0.411, -0.494, 1.277], [0.800, -1.428, -0.084], [0.383, 0.734, -0.532], [0.779, 1.757, 0.205], [-1.488, -1.983, 0.687], [-3.429, 0.364, 0.231], [0.177, -0.607, 0.130], [-1.232, -1.703, -0.960], [1.121, 2.755, -0.074]],
  "lowdin_charge": [0.05, -0.30, 0.14, -0.14, 0.08, 0.15, 0.08, -0.23, -0.04, 0.14, 0.15, -0.21, 0.08, 0.05],
  "homo_ev": -9.140,
  "orbital_gap_ha": 0.362,
  "smiles": "C=CCCC1=C=N1",
  "total_energy_ha": -287.38577,
  "e_above_lowest_kcal_mol": 126.4,
  "molar_mass_da": 93.129
}

No. 7
{
  "formula": "C6H7N",
  "method": "the ωB97M-V functional and the def2-TZVPD basis",
  "symbols": ["H", "H", "C", "H", "C", "H", "C", "H", "N", "C", "H", "C", "H", "C"],
  "positions_angstrom": [[0.688, 0.834, 0.678], [-0.256, -0.484, -1.897], [1.679, 2.546, -0.861], [-0.416, -2.451, -0.471], [-1.191, -1.654, 1.276], [1.705, 2.816, 0.203], [-0.184, -0.398, -0.816], [2.150, 3.222, -1.553], [1.130, 1.497, -1.294], [-0.939, -1.536, -0.159], [-1.921, -1.570, -0.648], [0.548, 0.638, -0.388], [-1.594, -1.776, 3.478], [-1.399, -1.683, 2.452]],
  "lowdin_charge": [0.11, 0.11, -0.05, 0.12, -0.15, 0.08, -0.08, 0.06, -0.04, -0.21, 0.12, -0.20, 0.01, 0.11],
  "homo_ev": -9.127,
  "orbital_gap_ha": 0.368,
  "smiles": "C#CC/C=C/N=C",
  "total_energy_ha": -287.45911,
  "e_above_lowest_kcal_mol": 80.4,
  "molar_mass_da": 93.129
}

No. 8
{
  "formula": "C6H7N",
  "method": "the ωB97M-V functional and the def2-TZVPD basis",
  "symbols": ["N", "C", "C", "H", "C", "C", "H", "H", "H", "C", "H", "H", "H", "C"],
  "positions_angstrom": [[1.927, -0.488, -0.076], [-1.538, 0.640, -0.027], [-1.773, 1.475, 0.986], [1.254, 1.422, 0.779], [0.034, -1.265, -1.004], [1.330, -1.571, -0.714], [-1.003, 1.924, 1.581], [2.832, -0.427, 0.314], [-2.400, 0.120, -0.498], [-0.194, 0.020, -0.334], [1.956, -2.494, -0.985], [-0.749, -1.729, -1.484], [-2.697, 1.858, 1.250], [1.022, 0.514, 0.213]],
  "lowdin_charge": [-0.01, -0.13, -0.01, 0.12, -0.05, -0.13, 0.04, 0.12, 0.10, -0.23, 0.13, 0.07, 0.02, -0.06],
  "homo_ev": -7.856,
  "orbital_gap_ha": 0.326,
  "smiles": "C=Cc1cc[nH]c1",
  "total_energy_ha": -287.53000,
  "e_above_lowest_kcal_mol": 35.9,
  "molar_mass_da": 93.129
}

No. 9
{
  "formula": "C6H7N",
  "method": "the ωB97M-V functional and the def2-TZVPD basis",
  "symbols": ["H", "H", "H", "H", "H", "H", "C", "C", "H", "C", "C", "N", "C", "C"],
  "positions_angstrom": [[-1.640, -0.654, 1.326], [-0.357, 1.384, 1.449], [1.824, 0.249, 1.142], [-2.143, 0.000, -0.231], [-0.898, -2.297, -0.721], [1.634, -1.771, -0.689], [-0.302, 1.853, -0.609], [0.852, -1.135, -0.282], [1.645, 0.830, -0.497], [-0.251, 0.861, 0.492], [-0.450, -1.400, -0.301], [-0.045, 2.541, -1.505], [1.161, 0.229, 0.271], [-1.269, -0.308, 0.349]],
  "lowdin_charge": [0.11, 0.14, 0.12, 0.11, 0.10, 0.11, -0.20, -0.09, 0.10, -0.26, -0.09, 0.15, -0.15, -0.15],
  "homo_ev": -9.711,
  "orbital_gap_ha": 0.389,
  "smiles": "N#CC1CC=CC1",
  "total_energy_ha": -287.54717,
  "e_above_lowest_kcal_mol": 25.1,
  "molar_mass_da": 93.129
}

No. 10
{
  "formula": "C6H7N",
  "method": "the ωB97M-V functional and the def2-TZVPD basis",
  "symbols": ["C", "H", "N", "C", "C", "H", "C", "H", "C", "C", "H", "H", "H", "H"],
  "positions_angstrom": [[1.279, 0.198, -1.147], [-1.191, -1.192, -1.236], [-1.055, 1.030, 0.197], [0.160, -0.044, -0.012], [0.859, -0.072, 1.311], [-1.247, 2.603, -1.373], [0.398, 1.124, -1.417], [0.085, -0.233, 2.049], [-0.802, 1.755, -0.850], [-0.544, -1.368, -0.373], [0.216, -2.064, -0.562], [-1.095, -1.725, 0.492], [1.625, -0.865, 1.325], [1.312, 0.851, 1.596]],
  "lowdin_charge": [0.08, 0.09, 0.14, -0.59, -0.06, 0.11, 0.01, 0.08, -0.15, -0.04, 0.06, 0.08, 0.10, 0.08],
  "homo_ev": -9.926,
  "orbital_gap_ha": 0.375,
  "total_energy_ha": -287.37832,
  "e_above_lowest_kcal_mol": 131.1,
  "molar_mass_da": 93.129
}